C27H34N4RuS6 | ωB97M-V/def2-TZVPD

Positions of all 72 atoms, in Å:
Ru: -1.33035 0.30044 -1.78310
S: -3.14509 -1.11538 -2.17385
S: -1.68641 0.33774 3.84317
S: -2.91537 2.03919 -1.85478
S: -1.09724 0.52131 -4.04084
S: -1.90778 0.63177 0.66818
S: -0.83408 1.50910 6.31447
N: 0.64664 1.74945 4.10482
N: 0.85441 1.60788 2.69622
N: -0.09238 -1.34967 -1.92373
N: 1.34216 -3.33846 -1.90480
C: 3.78592 3.71694 6.07118
C: -0.42825 1.97906 2.04707
C: 3.04410 4.38822 5.10808
C: -3.55070 -0.83158 -3.92341
C: 1.29698 0.38557 -0.08085
C: -0.47105 1.29740 4.75314
C: 1.37611 -0.19645 1.10853
C: 2.81772 -3.21368 -1.90484
C: -2.27974 -0.66377 -4.72644
C: 0.34713 1.43176 -0.47285
C: -0.64487 1.99670 0.51035
C: 2.44602 1.74655 5.74772
C: -0.92620 0.56073 2.23891
C: 3.48641 2.40024 6.39028
C: 1.71203 2.42947 4.79327
C: 0.58919 0.16415 2.31609
C: 3.38190 -3.75794 -0.60283
C: 1.36020 -5.23601 -0.34327
C: 0.37203 1.91906 -1.75268
C: -4.49126 -0.25307 -1.34553
C: 1.99729 3.74426 4.46731
C: -1.79824 2.14149 -4.41224
C: -4.54467 1.24783 -1.59071
C: 0.57927 -2.29214 -1.91136
C: 2.88619 -5.17970 -0.34829
C: 0.78968 -4.68764 -1.64122
C: -3.02850 2.52573 -3.61815
H: 1.97392 0.07218 -0.86631
H: 3.07947 -3.10530 0.22262
H: -0.10899 2.85843 -1.99474
H: -0.97163 2.82665 -4.22422
H: -2.00315 2.17914 -5.48365
H: -0.29603 -4.61185 -1.61599
H: 3.27381 -5.84381 -1.12703
H: 0.96744 -4.65439 0.49638
H: -4.10865 -1.69595 -4.28409
H: 2.12432 -0.96696 1.25203
H: 2.19298 0.72402 5.99652
H: 4.59651 4.22320 6.57734
H: -1.08223 2.92015 0.14145
H: 1.40648 4.26027 3.72093
H: -1.71292 -1.59542 -4.76325
H: 1.15121 1.57971 -2.42471
H: -0.94615 2.80987 2.52144
H: 3.27649 -5.54797 0.59965
H: -4.20072 0.03695 -3.99165
H: 3.27432 5.41631 4.86409
H: 3.18874 -3.78527 -2.75840
H: -3.15844 3.60735 -3.64298
H: 0.79871 -0.52106 3.13300
H: -3.93107 2.08327 -4.03046
H: 3.07311 -2.16729 -2.06548
H: 1.01197 -6.26177 -0.21648
H: -5.43226 -0.72391 -1.63439
H: 4.06245 1.87983 7.14335
H: 1.06836 -5.31964 -2.48744
H: -4.33378 -0.47549 -0.29136
H: -4.99002 1.74011 -0.72715
H: 4.47095 -3.73097 -0.65563
H: -5.16014 1.50508 -2.45056
H: -2.49424 -0.37200 -5.75585

Values from the calculation:
Multiplicity: 1
Net charge: +2
Energy above the lowest of the compared OMol25 structures with the same formula, charge and spin: 0.0 kJ/mol
Orbital gap: 6.36 eV
E_HOMO: -12.32 eV
LUMO level: -5.96 eV

=====

C41H49BClNO16PS2 | ωB97M-V/def2-TZVPD

Positions of all 112 atoms, in Å:
Cl: 3.71307 -4.05228 0.20871
S: 2.60229 0.76874 -1.13938
S: -0.12060 1.34611 0.95883
P: -2.79547 0.50878 -0.21600
O: -3.32899 -4.32528 -3.71554
O: -4.54984 -1.00293 -7.65466
O: 5.50026 -0.50193 0.48975
O: -6.15151 4.07812 6.44986
O: -0.74435 -0.19961 -2.64817
O: 1.51143 -5.02470 -0.61246
O: 10.15180 -1.75612 -1.70193
O: 0.75606 2.34740 -2.80237
O: 2.25125 4.09749 -0.19742
O: -5.38806 3.30702 1.27147
O: -1.17170 2.85249 -1.52358
O: -1.90863 -0.70855 2.18691
O: -3.13107 0.94652 -1.71146
O: -3.72721 -0.57085 0.13182
O: 4.45735 8.09588 2.47964
O: -3.03462 1.77989 0.71946
N: -0.52596 -1.32694 0.36664
C: 3.95450 7.18407 1.86760
C: -0.96518 0.05726 -0.12383
C: -1.10700 -3.93262 0.14518
C: 8.65866 -0.05248 -1.06373
C: -4.27162 -1.76303 -6.75523
C: 1.13736 -0.31045 -1.15760
C: 2.75854 5.01768 0.41919
C: 7.49000 0.26230 -0.51221
C: -3.90455 -2.13306 -4.35668
C: 6.56973 -0.78780 -0.01757
C: -1.98844 -2.38437 -1.49182
C: -3.61096 -3.56432 -4.61923
C: 4.14261 5.45703 0.13186
C: -3.97751 -3.19662 -7.01642
C: -3.67225 -4.03080 -6.02613
C: 6.99172 -2.19872 -0.15682
C: -6.59489 4.79880 4.25223
C: -0.52723 -4.46195 1.45059
C: -5.97842 3.90343 5.26670
C: -6.40279 4.60221 2.95074
C: -2.36188 -1.03159 3.49793
C: 1.50673 -2.63303 -0.91664
C: 2.03428 -1.18884 1.07518
C: -4.94741 2.58635 3.46788
C: 2.09425 -2.05144 2.32818
C: 4.69916 6.46216 0.80195
C: -5.56499 3.48436 2.46340
C: 2.15764 -1.51430 3.56864
C: -0.70130 -1.29459 1.87571
C: -4.21040 -1.29775 -5.34481
C: -0.70586 4.18792 -1.24742
C: 2.03439 -3.97902 -0.43287
C: 9.08903 -1.46994 -1.20328
C: 8.16038 -2.51928 -0.70512
C: -1.50952 -2.46019 -0.04749
C: -0.42766 -6.00482 1.43496
C: 2.56330 6.73860 2.15248
C: -5.13845 2.78091 4.76928
C: 2.01158 5.73294 1.47979
C: -0.24918 0.41922 -1.44761
C: 0.98037 -1.44642 -0.03641
B: -0.19199 1.96608 -1.88089
H: 0.82667 -2.86999 -1.73225
H: -1.21627 -4.21038 2.26307
H: -3.28796 1.89700 -1.78576
H: 3.62741 -0.09444 -1.09295
H: 1.55067 2.74168 -2.42215
H: 0.44380 -4.05515 1.72689
H: 2.16919 -3.13063 2.25282
H: 0.11049 -0.76710 2.36272
H: 3.01751 -1.39403 0.65339
H: 1.00147 5.39259 1.67222
H: 1.25682 -0.75774 -2.13598
H: -4.02771 -3.51367 -8.05019
H: -2.77003 -3.13434 -1.59340
H: -0.98771 2.34646 0.79432
H: -1.22201 -2.65851 -2.21453
H: -3.15287 -1.77804 3.43262
H: -2.77402 -0.12604 3.93712
H: 2.00961 -0.16997 1.45036
H: 3.00172 -1.75701 4.20531
H: 8.49183 -3.54370 -0.81675
H: 9.34935 0.69471 -1.43295
H: -0.52699 -4.28568 -0.70398
H: 6.29853 -2.94168 0.21227
H: -2.43594 -1.44926 -1.78690
H: -1.55255 -1.37184 4.14478
H: -7.20191 5.60887 4.63528
H: 2.03854 7.27761 2.93079
H: -1.49872 4.70726 -0.71407
H: -0.46758 4.70584 -2.17308
H: -4.70071 2.14214 5.52595
H: -6.84144 5.23916 2.19350
H: 5.70857 6.80263 0.61025
H: -0.85781 -6.43724 2.33280
H: -0.21385 0.12430 -3.38769
H: -3.86035 -1.81151 -3.32552
H: -2.04412 -4.47642 0.01008
H: -0.65010 -2.30724 2.26350
H: -3.45556 -5.07825 -6.19280
H: 1.41395 -0.82294 3.95656
H: 4.66497 4.91673 -0.64728
H: -3.92605 2.11573 0.48301
H: -0.84780 -6.42679 0.52482
H: 0.62468 -6.28814 1.42440
H: 7.15706 1.28602 -0.39673
H: -4.42785 -0.25079 -5.17570
H: 2.39611 -2.22648 -1.39937
H: -2.42776 -2.35674 0.52297
H: -4.34220 1.77683 3.07825
H: 0.16874 4.12303 -0.59987

Values from the calculation:
Multiplicity: 1
Net charge: +1
Orbital gap: 7.55 eV
E_HOMO: -11.25 eV
LUMO level: -3.70 eV

=====

C25H36N2O2S2 | ωB97M-V/def2-TZVPD

Positions of all 67 atoms, in Å:
S: -3.83379 6.38263 -1.12120
S: -2.68045 -1.26949 -2.36098
O: -0.62641 3.66790 3.80286
O: 4.77359 0.01479 -0.65581
N: -0.16348 0.29808 -2.12064
N: -2.61470 -6.08048 -0.58422
C: 0.51518 -5.47064 -2.42524
C: -0.94460 -3.35731 -2.34312
C: 1.05584 1.04558 -1.90426
C: 1.37981 -3.14633 -2.16760
C: 6.57252 -1.45281 -0.16346
C: -1.10999 1.84312 -0.44305
C: -2.46709 0.10763 -1.25379
C: 0.27928 -3.97520 -2.31194
C: -1.95897 3.53582 1.19910
C: 5.17654 -0.90682 0.01386
C: 0.02364 -1.12268 -2.15070
C: -0.18480 5.16195 5.59701
C: -3.49621 0.50773 -0.44788
C: -2.15781 2.28220 0.34833
C: -1.05848 -1.98829 -2.27554
C: -1.18575 -6.40024 -0.78855
C: 4.30321 -1.55830 1.05738
C: 1.28106 -1.77869 -2.09673
C: 0.20564 4.20080 4.50189
C: -3.48568 4.64040 -0.59270
C: -2.97471 4.67359 0.85587
C: -1.22604 0.73210 -1.27719
C: -3.36244 1.61025 0.37620
C: -0.77233 -6.33317 -2.29397
C: 1.67798 3.93173 4.31418
H: -2.40565 5.61030 0.96268
H: -0.49819 -7.32765 -2.67661
H: -1.26825 5.26206 5.61994
H: 2.35915 -3.62665 -2.14549
H: 6.52832 -2.50286 -0.45708
H: -1.84156 -3.96846 -2.43005
H: -3.78871 4.74446 1.58792
H: 1.30707 -5.84663 -1.76713
H: 2.23436 -1.26268 -2.00080
H: -0.97599 3.92811 0.89993
H: -0.89998 -7.37514 -0.37589
H: -4.45328 4.13354 -0.63987
H: -1.93555 3.32302 2.27664
H: 0.89676 2.12093 -2.01497
H: -3.13163 -6.42310 -1.38616
H: -4.16232 1.95529 1.02819
H: 0.15466 4.78454 6.56288
H: 0.87625 -5.64580 -3.45557
H: 7.13440 -1.35131 0.76639
H: -0.61424 -5.63309 -0.24831
H: -3.76268 6.32832 -2.47123
H: 3.33355 -1.06390 1.07688
H: 7.08205 -0.89142 -0.94421
H: -2.76841 4.24127 -1.31195
H: -1.55979 -5.95034 -2.95104
H: 2.09750 3.50152 5.22496
H: 0.25558 6.14221 5.40773
H: 1.85241 0.78173 -2.60581
H: 1.81442 3.22595 3.49686
H: -2.69729 -5.07055 -0.54592
H: 2.19850 4.85909 4.06974
H: 4.76697 -1.46175 2.04054
H: 4.15496 -2.61227 0.81618
H: 1.43521 0.84888 -0.88397
H: -0.20846 2.44374 -0.38549
H: -4.45076 -0.01717 -0.42803

Values from the calculation:
Multiplicity: 1
Energy above the lowest of the compared OMol25 structures with the same formula, charge and spin: 0.0 kJ/mol
Orbital gap: 7.90 eV
E_HOMO: -7.40 eV
LUMO level: 0.49 eV

=====

C8H22KN2O2 | ωB97M-V/def2-TZVPD

Positions of all 35 atoms, in Å:
K: 0.82922 -0.43151 -1.14051
O: -1.07590 -0.68244 -0.95273
O: 1.41928 0.35210 0.51251
N: 0.46374 1.61715 -2.10415
N: 0.04924 -2.05942 -0.25796
C: 0.03188 -1.56510 1.08865
C: -0.57920 3.04646 -0.45081
C: -0.19697 1.60658 -0.83139
C: -1.41956 0.68562 -0.85560
C: -2.19389 -1.42516 -1.37706
C: 2.36347 1.42182 0.91586
C: 0.12580 -2.81860 1.97167
C: 1.29172 -0.67973 1.42833
H: -2.89636 -1.25540 -0.56109
H: -1.15047 3.17011 0.46920
H: -1.71667 -2.39050 -1.54590
H: -0.82296 -2.56629 -0.30737
H: 2.22915 -1.20948 1.59777
H: -2.57583 -1.00192 -2.30608
H: 0.55149 1.40413 -0.06528
H: -0.74244 -3.47752 1.97907
H: 0.74456 -2.79006 -0.31079
H: -0.14754 1.99856 -2.81194
H: -0.91941 -1.04724 1.21112
H: 1.26274 2.23490 -2.09570
H: 3.31850 0.93839 1.12148
H: 1.09570 -3.28952 1.81160
H: 2.12920 2.08536 1.74829
H: -2.06172 0.77323 0.02079
H: 1.16921 -0.10854 2.34856
H: 0.22319 3.77955 -0.36802
H: 2.47705 2.09159 0.06344
H: 0.03773 -2.58710 3.03316
H: -2.02072 0.89038 -1.74148
H: -1.29324 3.28961 -1.23766

Values from the calculation:
Multiplicity: 1
Net charge: +1
Energy above the lowest of the compared OMol25 structures with the same formula, charge and spin: 1012.8 kJ/mol
Orbital gap: 9.55 eV
E_HOMO: -12.11 eV
LUMO level: -2.56 eV